Computed, not measured: a cluster of 8 separate species, C20H56BF4N6O12 in total at a distorted geometry, with ωB97M-V/def2-TZVPD.

Energy (eV): -66712.7444
Kohn-Sham gap (eV): 8.87
LUMO energy (eV): 2.30
Charge: -1
Max |F| (eV/A): 1.8
HOMO energy (eV): -6.57
M (g mol⁻¹): 659.502

The geometry in XYZ format:
```
99
Properties=species:S:1:pos:R:3:lowdin_charge:R:1
B -0.568 0.355 0.561 -1.25
F 0.716 0.536 1.127 0.10
F -1.507 1.226 1.128 0.11
F -0.507 0.644 -0.817 0.11
F -0.949 -0.986 0.743 0.10
C -4.042 2.836 -0.939 -0.67
O -4.979 3.594 -1.148 -0.01
N -2.889 3.199 -0.314 0.17
N -4.039 1.527 -1.372 0.16
H -2.701 4.115 0.044 0.10
H -2.159 2.507 -0.288 0.06
H -3.308 0.956 -0.982 0.08
H -4.864 1.130 -1.774 0.10
C -3.015 -3.862 0.277 -0.68
O -3.649 -4.904 0.183 0.00
N -1.766 -3.672 -0.238 0.17
N -3.422 -2.759 0.986 0.16
H -1.405 -4.415 -0.804 0.09
H -1.305 -2.779 -0.243 0.07
H -2.768 -2.011 1.141 0.07
H -4.331 -2.796 1.404 0.10
C 0.044 -6.049 3.098 -0.11
O -0.265 -4.680 3.240 -0.19
C 0.840 -3.949 3.710 -0.24
C 0.531 -2.483 3.630 -0.20
N -0.690 -2.173 4.404 -0.03
C -1.200 -0.873 4.039 -0.21
C -0.238 0.262 4.394 -0.24
O 0.359 0.057 5.643 -0.17
C 1.418 0.944 5.912 -0.11
H 0.439 -6.476 4.026 0.09
H 0.788 -6.144 2.293 0.08
H -0.834 -6.606 2.779 0.09
H 1.727 -4.157 3.085 0.11
H 1.097 -4.249 4.733 0.13
H 0.474 -2.072 2.611 0.11
H 1.386 -1.940 4.060 0.12
H -1.317 -2.911 4.096 0.10
H -2.102 -0.676 4.630 0.12
H -1.481 -0.772 2.988 0.09
H -0.833 1.190 4.376 0.12
H 0.484 0.410 3.579 0.11
H 2.298 0.391 6.249 0.08
H 1.140 1.621 6.729 0.08
H 1.674 1.559 5.046 0.09
C -0.694 3.370 -3.834 -0.12
O -1.340 2.184 -4.195 -0.18
C -0.501 1.050 -4.207 -0.22
C 0.584 1.138 -5.284 -0.22
N 1.132 -0.152 -5.691 -0.05
C 1.757 -0.883 -4.597 -0.20
C 2.813 -0.094 -3.837 -0.22
O 3.732 0.452 -4.775 -0.19
C 5.021 0.643 -4.233 -0.11
H -1.443 4.125 -3.597 0.09
H -0.018 3.755 -4.603 0.08
H -0.115 3.225 -2.908 0.08
H -1.182 0.233 -4.447 0.13
H -0.021 0.851 -3.239 0.10
H 1.348 1.881 -5.008 0.10
H 0.102 1.616 -6.148 0.12
H 1.849 0.072 -6.373 0.10
H 2.268 -1.773 -4.968 0.12
H 0.974 -1.208 -3.908 0.11
H 3.290 -0.697 -3.050 0.11
H 2.444 0.775 -3.277 0.09
H 5.556 1.341 -4.872 0.09
H 5.530 -0.328 -4.158 0.09
H 5.009 1.059 -3.219 0.07
C 2.974 3.437 -1.674 -0.24
C 2.110 2.442 -0.974 -0.27
O 2.562 2.253 0.357 -0.06
O 4.354 3.077 -1.647 -0.08
H 2.870 4.441 -1.244 0.12
H 2.686 3.576 -2.721 0.11
H 1.934 1.487 -1.478 0.10
H 1.090 2.866 -0.923 0.12
H 1.867 1.726 0.783 0.05
H 4.484 2.528 -0.865 0.07
C 1.833 -3.276 -0.837 -0.22
C 2.206 -3.536 -2.264 -0.23
O 1.041 -3.609 -3.090 -0.07
O 1.475 -4.501 -0.158 -0.08
H 0.982 -2.593 -0.766 0.11
H 2.609 -2.799 -0.230 0.13
H 2.727 -4.494 -2.358 0.12
H 2.842 -2.745 -2.655 0.09
H 0.489 -4.331 -2.775 0.08
H 2.036 -4.580 0.615 0.06
C -2.930 3.419 3.277 -0.24
C -4.235 4.020 2.879 -0.25
O -4.067 5.295 2.230 -0.07
O -2.260 4.256 4.242 -0.08
H -2.239 3.347 2.433 0.10
H -3.042 2.436 3.725 0.12
H -4.821 4.230 3.788 0.12
H -4.889 3.340 2.325 0.12
H -4.803 5.836 2.526 0.08
H -2.265 5.148 3.882 0.07
```



Computed, not measured: a cluster of 9 separate species, C20H56F6N4O8P in total at a distorted geometry, with ωB97M-V/def2-TZVPD.

Energy (eV): -69587.7202
Kohn-Sham gap (eV): 10.01
LUMO energy (eV): 1.87
Charge: -1
Max |F| (eV/A): 10.1
HOMO energy (eV): -8.14
M (g mol⁻¹): 625.650

The geometry in XYZ format:
```
95
Properties=species:S:1:pos:R:3:lowdin_charge:R:1
P 32.485 4.789 -9.605 0.22
F 31.452 6.059 -9.627 -0.21
F 33.391 5.561 -8.492 -0.20
F 31.552 4.235 -8.334 -0.22
F 33.520 3.496 -9.699 -0.21
F 31.481 4.063 -10.692 -0.20
F 33.423 5.579 -10.652 -0.19
C 38.785 1.159 -6.676 -0.89
O 39.700 0.821 -5.928 0.02
N 38.602 0.798 -7.843 0.18
N 37.753 1.705 -6.237 0.18
H 39.396 0.372 -8.297 0.13
H 38.017 1.394 -8.412 0.13
H 36.981 1.946 -6.841 0.13
H 37.823 2.127 -5.322 0.13
C 33.775 -3.431 -10.975 -0.81
O 32.919 -4.269 -11.124 0.04
N 33.666 -2.225 -11.403 0.15
N 34.880 -3.529 -10.243 0.15
H 33.995 -1.393 -10.935 0.12
H 32.825 -2.093 -11.946 0.12
H 35.056 -4.483 -9.962 0.11
H 35.536 -2.793 -10.465 0.11
C 28.654 8.852 -15.513 -0.07
C 29.966 9.164 -14.842 -0.54
C 30.827 10.018 -15.887 -0.05
O 29.706 9.994 -13.801 -0.02
H 28.215 8.137 -14.817 0.08
H 28.784 8.396 -16.494 0.07
H 28.126 9.803 -15.593 0.09
H 30.484 8.242 -14.580 0.14
H 30.368 10.999 -16.009 0.07
H 30.695 9.581 -16.877 0.06
H 31.892 10.077 -15.665 0.07
H 29.950 9.375 -13.109 0.10
C 36.489 12.666 -10.222 -0.06
C 35.944 13.635 -9.215 -0.57
C 36.892 13.609 -8.054 -0.08
O 35.611 14.877 -9.744 -0.02
H 36.658 11.721 -9.706 0.08
H 37.396 13.006 -10.724 0.09
H 35.646 12.530 -10.900 0.08
H 35.030 13.252 -8.762 0.14
H 36.721 14.425 -7.351 0.08
H 37.847 13.899 -8.490 0.08
H 36.993 12.653 -7.539 0.09
H 36.444 15.313 -9.936 0.09
C 24.876 9.906 -5.528 -0.06
C 25.331 9.859 -7.011 -0.48
C 25.387 8.452 -7.570 -0.07
O 24.304 10.427 -7.789 -0.07
H 25.391 9.231 -4.843 0.07
H 23.821 9.686 -5.368 0.07
H 24.996 10.930 -5.175 0.07
H 26.256 10.436 -7.017 0.13
H 24.462 7.899 -7.739 0.08
H 25.947 7.823 -6.879 0.07
H 25.896 8.437 -8.534 0.08
H 24.604 10.697 -8.660 0.09
C 25.619 0.242 -8.002 -0.03
C 25.277 -0.711 -9.199 -0.56
C 26.497 -1.154 -9.987 -0.06
O 24.548 -1.785 -8.813 -0.03
H 24.686 0.305 -7.442 0.07
H 26.009 1.221 -8.283 0.08
H 26.323 -0.301 -7.373 0.07
H 24.608 -0.078 -9.782 0.12
H 26.384 -1.903 -10.772 0.07
H 27.271 -1.520 -9.312 0.08
H 26.806 -0.323 -10.621 0.08
H 24.453 -2.298 -9.619 0.09
C 30.617 9.505 -0.362 -0.05
C 31.107 9.654 -1.827 -0.54
C 32.520 10.178 -1.903 -0.07
O 31.051 8.419 -2.422 -0.03
H 29.885 8.705 -0.245 0.08
H 30.590 10.464 0.154 0.08
H 31.334 8.937 0.232 0.07
H 30.539 10.380 -2.409 0.13
H 32.883 10.186 -2.931 0.08
H 33.131 9.434 -1.391 0.08
H 32.605 11.163 -1.445 0.08
H 31.415 8.456 -3.309 0.10
C 41.401 6.423 -9.665 -0.06
C 42.027 7.144 -8.423 -0.52
C 41.580 6.448 -7.174 -0.06
O 43.417 7.235 -8.507 -0.04
H 40.436 6.862 -9.920 0.07
H 41.250 5.359 -9.484 0.07
H 41.906 6.463 -10.631 0.07
H 41.704 8.178 -8.538 0.13
H 42.049 5.464 -7.174 0.08
H 40.495 6.350 -7.190 0.09
H 41.857 6.927 -6.235 0.08
H 43.578 6.305 -8.328 0.08
```



Computed, not measured: a cluster of 6 separate species, C20H56N4O8 in total at a distorted geometry, with ωB97M-V/def2-TZVPD.

Energy (eV): -43985.7894
Kohn-Sham gap (eV): 9.34
LUMO energy (eV): 0.55
Max |F| (eV/A): 1.6
SMILES: COC[C@H](C)N.COC[C@H](C)N.COC[C@H](C)N.COC[C@H](C)N.OCCO.OCCO
HOMO energy (eV): -8.79
M (g mol⁻¹): 480.688

The geometry in XYZ format:
```
88
Properties=species:S:1:pos:R:3:lowdin_charge:R:1
C -1.140 -0.252 -0.174 -0.23
C -0.023 -0.591 0.786 -0.23
O 1.194 -0.133 0.189 -0.11
O -1.117 1.132 -0.476 -0.07
H -2.108 -0.469 0.283 0.12
H -1.030 -0.882 -1.064 0.11
H 0.001 -1.694 0.772 0.12
H -0.147 -0.253 1.816 0.10
H 1.908 -0.566 0.698 0.03
H -0.207 1.444 -0.475 0.07
C 4.044 1.900 -0.799 -0.26
C 4.931 2.355 -1.936 -0.25
O 4.803 1.493 -3.052 -0.05
O 2.703 2.322 -0.933 -0.06
H 4.439 2.342 0.131 0.11
H 4.141 0.824 -0.625 0.11
H 5.946 2.410 -1.525 0.12
H 4.632 3.373 -2.203 0.12
H 5.668 1.336 -3.434 0.08
H 2.162 1.536 -1.067 0.06
C 5.098 -0.450 2.301 -0.05
C 3.828 -1.138 2.782 -0.42
C 2.906 -0.190 3.502 -0.22
O 1.898 -0.938 4.133 -0.18
C 0.949 -0.136 4.795 -0.11
N 3.122 -1.715 1.631 0.04
H 4.852 0.217 1.468 0.06
H 5.869 -1.146 1.975 0.08
H 5.539 0.203 3.057 0.08
H 4.143 -1.944 3.458 0.14
H 2.460 0.516 2.785 0.13
H 3.496 0.383 4.233 0.13
H 0.390 0.493 4.091 0.08
H 1.414 0.489 5.565 0.09
H 0.244 -0.813 5.275 0.09
H 2.417 -2.370 1.970 0.09
H 3.699 -2.326 1.060 0.09
C -2.163 1.931 -5.630 -0.07
C -1.449 1.770 -4.300 -0.43
C -1.163 3.103 -3.675 -0.23
O -0.337 2.950 -2.546 -0.20
C 0.245 4.149 -2.112 -0.11
N -2.330 0.998 -3.370 0.06
H -1.465 1.950 -6.474 0.07
H -2.679 2.893 -5.650 0.08
H -2.844 1.103 -5.805 0.07
H -0.486 1.254 -4.395 0.14
H -2.068 3.670 -3.414 0.14
H -0.625 3.709 -4.429 0.13
H -0.491 4.966 -2.047 0.09
H 1.051 4.489 -2.769 0.09
H 0.569 3.943 -1.094 0.08
H -2.008 1.185 -2.422 0.03
H -2.160 0.010 -3.528 0.05
C -5.919 0.493 5.874 -0.07
C -4.791 1.096 5.073 -0.44
C -4.370 0.219 3.918 -0.22
O -4.036 -1.071 4.397 -0.19
C -3.136 -1.752 3.567 -0.12
N -5.141 2.406 4.473 0.03
H -6.814 0.388 5.258 0.08
H -6.189 1.115 6.732 0.08
H -5.647 -0.480 6.289 0.08
H -3.878 1.287 5.643 0.14
H -3.517 0.686 3.409 0.12
H -5.157 0.113 3.152 0.13
H -2.164 -1.253 3.456 0.07
H -3.560 -1.893 2.563 0.09
H -2.958 -2.733 4.005 0.09
H -5.489 3.007 5.215 0.07
H -5.968 2.258 3.895 0.07
C 2.019 -2.016 -2.325 -0.06
C 0.955 -3.105 -2.390 -0.45
C 0.083 -2.940 -3.607 -0.22
O -1.027 -3.810 -3.488 -0.19
C -1.811 -3.859 -4.649 -0.12
N 1.601 -4.419 -2.392 0.05
H 2.532 -2.072 -1.363 0.06
H 1.615 -1.005 -2.391 0.07
H 2.758 -2.129 -3.121 0.08
H 0.312 -2.948 -1.510 0.13
H 0.625 -3.149 -4.536 0.13
H -0.283 -1.901 -3.611 0.12
H -1.206 -3.879 -5.560 0.09
H -2.517 -3.015 -4.702 0.09
H -2.446 -4.746 -4.615 0.09
H 0.874 -5.116 -2.542 0.07
H 1.926 -4.612 -1.448 0.07
```



> What is the max |F| in the first record?

1.8 eV/A



> Among the records above, which one has the lowest LUMO energy?

C20H56N4O8